Entry 1:
Formula: C22H27Br2Cl27N2O3P
Source: OMol25
Level of theory: the ωB97M-V functional and the def2-TZVPD basis

Each line ends with the Mulliken charge.
CARTESIAN COORDINATES (ANGSTROEM)
C: 5.486792 0.402778 0.154650  -0.78
C: 4.444219 1.594663 0.477437  0.01
C: 3.075565 1.106142 1.160795  -0.67
C: 1.769143 1.964611 0.670390  -0.74
C: 0.727958 0.853077 0.115488  0.06
C: 0.354722 0.813502 -1.388245  0.03
C: 0.929049 1.873580 -2.429540  0.32
O: 1.871040 1.560418 -3.174463  -0.45
O: 0.279665 3.150709 -2.458007  -0.45
C: -0.611112 -0.287686 -1.900462  -0.48
C: -1.213451 -1.311292 -0.918628  0.09
C: -2.172839 -2.496933 -1.320363  -0.49
Br: -1.760309 -4.279461 -0.519402  -0.19
C: -3.271929 -2.431206 -2.211142  0.40
C: -4.202924 -3.711859 -2.562023  -0.81
Br: -3.766701 -0.725524 -3.076835  0.04
N: -0.851895 -1.223284 0.496390  0.08
C: 0.051401 -0.222630 1.030140  0.70
P: 0.452746 -0.161843 2.914142  0.25
N: -0.435648 1.299077 3.459849  -0.44
O: -0.272234 -1.479784 3.734594  -0.45
H: 6.549216 0.732810 0.452467  0.36
H: 5.538303 0.191157 -0.979847  -0.15
H: 5.262135 -0.571622 0.710950  0.35
H: 4.970013 2.269972 1.256828  -0.08
H: 4.300621 2.216774 -0.469004  0.35
H: 3.207149 1.144622 2.294690  0.33
H: 2.938687 -0.001377 0.866503  0.43
H: 1.335254 2.556947 1.542457  0.31
H: 2.140866 2.661299 -0.161877  0.35
H: -0.514517 3.061883 -1.867971  0.40
H: -0.852150 -0.320289 -3.022525  0.56
H: -5.226257 -3.269118 -2.870504  0.25
H: -3.812200 -4.314439 -3.443552  0.37
H: -4.367495 -4.367947 -1.644011  0.14
H: -1.231476 -1.900468 1.186153  0.28
H: -1.415435 0.962995 3.612212  0.14
H: -0.506144 1.923948 2.626484  0.31
H: -1.189194 -1.546528 3.378595  0.29
C: 5.343482 5.591279 1.186089  -0.23
Cl: 6.482047 4.644133 0.217513  -0.11
Cl: 3.674864 5.244434 0.703376  -0.07
Cl: 5.571198 5.264170 2.909411  -0.01
H: 5.538516 6.647319 1.008404  0.42
C: -4.549509 -6.455692 1.196330  0.43
Cl: -4.326987 -7.828159 0.102493  -0.05
Cl: -6.107068 -5.668965 0.899825  -0.14
Cl: -4.425844 -6.975247 2.882413  -0.13
H: -3.759737 -5.733927 1.001058  -0.13
C: -5.171747 -10.078522 -2.694373  0.11
Cl: -3.642141 -10.522947 -1.922654  -0.13
Cl: -4.880760 -9.049628 -4.104996  -0.10
Cl: -6.078974 -11.524588 -3.155999  -0.12
H: -5.766346 -9.515640 -1.977085  0.23
C: -7.134380 0.823578 -4.935404  0.03
Cl: -7.128088 -0.921403 -4.640696  -0.11
Cl: -8.605787 1.557918 -4.286737  -0.11
Cl: -5.697617 1.581786 -4.228670  -0.15
H: -7.114174 0.988994 -6.010905  0.31
C: 7.101576 5.727672 6.502912  -0.02
Cl: 8.798565 5.610220 6.017641  -0.12
Cl: 6.389164 7.236480 5.914466  -0.07
Cl: 6.186644 4.333694 5.907269  -0.13
H: 7.055334 5.728164 7.590211  0.35
C: 2.597448 9.007332 4.809751  -0.01
Cl: 3.736435 8.058082 3.843573  -0.05
Cl: 0.931076 8.660461 4.325310  -0.13
Cl: 2.823885 8.682703 6.533745  -0.11
H: 2.793279 10.062901 4.631286  0.31
C: -2.609851 -4.165731 -6.973931  -0.06
Cl: -3.137747 -3.301811 -5.520511  -0.05
Cl: -1.058542 -3.534767 -7.542473  -0.12
Cl: -2.497218 -5.902183 -6.656815  -0.10
H: -3.351386 -4.007080 -7.754643  0.33
C: 5.247625 -2.122857 -3.162444  -0.06
Cl: 5.271406 -3.862543 -2.843401  -0.12
Cl: 3.773106 -1.390902 -2.509104  -0.01
Cl: 6.685284 -1.345606 -2.482692  -0.12
H: 5.254803 -1.972315 -4.240246  0.33
C: -4.526872 2.531737 4.829394  0.02
Cl: -3.431614 1.143918 4.938746  -0.12
Cl: -3.650755 4.038492 5.126034  -0.10
Cl: -5.320350 2.573668 3.248738  -0.11
H: -5.292916 2.423720 5.594995  0.33

Forces on atoms 1 to 6 (eV/Å):
C 0.327 0.380 -0.445
C 0.908 0.086 0.898
C 0.546 -0.308 -0.499
C 0.363 -1.790 0.100
C -2.140 -1.208 -1.618
C -1.696 -2.298 2.460

Results
F_max: 4.8 eV/Å
total charge: +1
LUMO: -4.76 eV
spin multiplicity: 1
frontier orbital gap: 7.26 eV

Entry 2:
Formula: C18H32LuNO5P2S
Source: OMol25
Level of theory: the ωB97M-V functional and the def2-TZVPD basis

Each line ends with the natural charge from an NBO analysis.
CARTESIAN COORDINATES (ANGSTROEM)
C: 1.830857 -3.077900 -3.158390  -0.23
C: 1.232363 -2.044716 -2.453378  0.16
N: 1.932252 -1.295175 -1.547363  -0.76
C: 3.280725 -1.476404 -1.483856  0.13
C: 3.911884 -2.510843 -2.154044  -0.23
C: 3.184680 -3.342899 -2.996560  -0.32
C: -0.229973 -1.760545 -2.769142  -0.69
P: -1.284603 -0.996357 -1.446288  0.75
Lu: 0.733366 -0.064346 0.104203  1.53
P: 3.457861 0.879109 0.147577  1.19
C: 4.181122 -0.559338 -0.663833  -0.75
O: -0.033743 -6.030563 0.597565  -0.93
O: 0.774841 -1.991485 1.414823  -0.95
H: 1.207743 -3.673528 -3.825249  0.21
H: 4.984421 -2.642344 -2.003862  0.20
H: 3.662790 -4.162908 -3.526697  0.21
C: -2.419905 0.082381 -2.377847  -0.92
C: -2.342154 -2.411514 -0.981898  -0.94
H: 4.705832 -1.158405 0.104022  0.26
H: 4.968003 -0.145859 -1.323913  0.24
H: -0.692759 -2.644228 -3.025238  0.24
H: -0.302999 -1.080101 -3.638963  0.23
C: 4.487760 2.319087 -0.022235  -1.02
C: 3.206562 0.506648 1.895325  -0.99
H: -3.050170 -2.320268 2.470204  -0.85
H: 0.608390 -1.992341 2.378454  0.52
H: -0.607284 -6.748325 0.702413  0.47
H: 0.719570 -6.388397 0.097277  0.46
H: 2.244171 1.249768 -0.539597  -0.11
H: 1.809628 -2.154984 1.305615  0.50
H: -3.438667 -0.329065 -2.355654  0.25
H: -2.424285 1.067453 -1.887307  0.25
H: -2.090846 0.205848 -3.418960  0.24
H: -3.313670 -2.347387 -1.492973  0.23
H: -1.850667 -3.362143 -1.232819  0.24
H: -2.506553 -2.379337 0.103056  0.32
H: 3.722160 1.309524 2.445515  0.23
H: 2.154760 0.533940 2.240051  0.27
H: 3.680948 -0.449310 2.171311  0.26
H: 5.206479 2.378935 0.808930  0.26
H: 5.031149 2.290015 -0.978788  0.26
H: 3.837905 3.206990 -0.000425  0.28
C: -5.788343 3.974823 2.299600  -0.63
C: -4.402015 3.478711 2.017220  0.02
C: -3.645104 4.079999 1.007617  -0.22
C: -2.323909 3.705226 0.794523  -0.18
C: -1.754062 2.722045 1.609741  -0.32
C: -2.518132 2.056368 2.572163  -0.18
C: -3.840870 2.441024 2.767477  -0.20
S: -0.065748 2.311958 1.367705  2.35
O: 0.040847 2.015269 -0.135950  -1.03
O: 0.857599 3.285487 1.865856  -0.90
O: 0.078572 0.908005 1.976343  -1.03
H: -5.765103 5.001812 2.686180  0.23
H: -6.395728 3.984936 1.387881  0.22
H: -6.276691 3.340185 3.042476  0.22
H: -4.096313 4.856663 0.386657  0.22
H: -1.735543 4.167193 0.003871  0.23
H: -2.085234 1.241399 3.149428  0.26
H: -4.454163 1.940217 3.520149  0.23

Forces on atoms 1 to 6 (eV/Å):
C -1.231 0.773 0.447
C -0.235 -1.607 -1.342
N -1.532 2.066 1.404
C 1.648 -1.194 -0.640
C 0.071 1.072 0.702
C 0.759 -1.083 -0.503

Results
F_max: 3.6 eV/Å
LUMO (alpha / beta): -0.04 / -0.12 eV
spin multiplicity: 1
frontier orbital gap (alpha / beta): 4.22 / 4.13 eV

Q: Look up the spin multiplicity of the first one.
A: 1

Q: What is the F_max in the second record?
A: 3.6 eV/Å